No. 1
A single C3H6N2 molecule, computed with the ωB97M-V functional and the def2-TZVPD basis.

Each line ends with the Löwdin charge.
Geometry (Å):
C (-0.088, -1.030, -1.228)  -0.126
N (-0.578, -0.097, -0.265)  -0.056
C (0.330, 0.757, 1.634)  0.111
C (0.228, 0.959, 0.258)  -0.671
N (0.934, 1.922, -0.081)  0.253
H (-0.305, -0.695, -2.240)  0.070
H (-0.561, -2.007, -1.073)  0.080
H (0.997, -1.121, -1.117)  0.088
H (-1.586, 0.008, -0.231)  0.124
H (-0.390, 1.242, 2.258)  0.059
H (1.021, 0.063, 2.086)  0.069

## Properties
* HOMO (alpha / beta): -8.378 / -9.004 eV
* Kohn-Sham gap (alpha / beta): 8.4 / 9.3 eV
* 2S+1: 1
* energy above the lowest of the compared OMol25 structures with the same formula, charge and spin: 437.51 kJ/mol
* charge: 0
* electronic energy: -227.25819 Ha
* F_max: 2.51 eV Å⁻¹

No. 2
A single C3H9NS2 molecule, computed with the ωB97M-V functional and the def2-TZVPD basis.

Each line ends with the Löwdin charge.
Geometry (Å):
N (2.483, -0.992, -0.268)  -0.012
C (0.971, -0.800, -0.077)  -0.306
C (0.667, 0.664, 0.139)  -0.280
C (-0.845, 0.930, -0.218)  -0.651
S (-1.886, -0.098, 0.808)  0.572
S (-3.909, 0.837, -0.293)  0.366
H (2.552, -1.821, -0.850)  0.049
H (2.816, -1.344, 0.623)  0.051
H (0.364, -1.189, -0.902)  0.110
H (0.841, -1.307, 0.865)  0.087
H (0.937, 0.865, 1.192)  0.112
H (1.257, 1.293, -0.507)  0.100
H (-1.073, 1.990, -0.121)  0.061
H (-0.916, 0.593, -1.254)  0.064
H (-4.260, 0.379, 0.862)  -0.322

## Properties
* HOMO: -8.856 eV
* Kohn-Sham gap: 7.6 eV
* 2S+1: 1
* SMILES: NCCCSS
* energy above the lowest of the compared OMol25 structures with the same formula, charge and spin: 174.36 kJ/mol
* charge: 0
* electronic energy: -970.76531 Ha
* F_max: 3.17 eV Å⁻¹

No. 3
A molecular structure, C16H22N6S3SbZn, computed with the ωB97M-V functional and the def2-TZVPD basis.

Each line ends with the Löwdin charge.
Geometry (Å):
Zn (-0.184, -0.440, 0.296)  0.089
N (0.127, -2.082, -1.177)  -0.036
C (1.371, -1.963, -1.922)  -0.236
C (1.668, -0.487, -2.200)  -0.197
N (1.566, 0.356, -1.011)  -0.118
C (2.757, 0.524, -0.190)  -0.199
C (2.965, -0.653, 0.764)  -0.224
N (1.721, -0.943, 1.482)  0.000
H (-0.013, -2.988, -0.750)  0.081
H (-0.687, -1.863, -1.745)  0.052
H (1.353, -2.494, -2.879)  0.116
H (2.167, -2.412, -1.327)  0.097
H (0.927, -0.125, -2.914)  0.116
H (2.655, -0.402, -2.671)  0.121
H (1.174, 1.251, -1.272)  0.081
H (2.617, 1.428, 0.406)  0.113
H (3.663, 0.661, -0.795)  0.121
H (3.796, -0.419, 1.437)  0.117
H (3.255, -1.543, 0.207)  0.099
H (1.602, -0.322, 2.273)  0.072
H (1.705, -1.891, 1.839)  0.093
S (-3.817, 1.596, 1.985)  -0.210
Sb (-3.262, -0.087, 0.530)  0.205
S (-1.783, 0.692, -1.160)  -0.118
S (-1.794, -1.639, 1.595)  -0.125
N (-1.794, 4.806, 5.059)  0.172
C (-1.869, 6.090, 5.543)  -0.190
C (-2.558, 6.657, 6.608)  -0.024
C (-2.385, 8.012, 6.805)  -0.097
C (-1.557, 8.778, 5.971)  -0.097
C (-0.879, 8.213, 4.911)  -0.017
C (-1.043, 6.846, 4.690)  -0.226
N (-0.503, 6.034, 3.716)  0.182
C (-0.970, 4.840, 3.963)  -0.278
C (-0.661, 3.647, 3.180)  -0.134
C (-0.776, 2.372, 3.713)  -0.020
C (-0.495, 1.281, 2.909)  -0.194
N (-0.109, 1.397, 1.642)  -0.021
C (-0.010, 2.627, 1.127)  -0.148
C (-0.253, 3.772, 1.850)  0.020
H (-2.343, 4.020, 5.359)  0.159
H (-3.199, 6.070, 7.253)  0.108
H (-2.900, 8.498, 7.624)  0.100
H (-1.454, 9.837, 6.168)  0.098
H (-0.243, 8.799, 4.263)  0.110
H (-1.088, 2.203, 4.734)  0.116
H (-0.622, 0.269, 3.274)  0.068
H (0.241, 2.690, 0.075)  0.086
H (-0.170, 4.750, 1.403)  0.119

## Properties
* HOMO (alpha / beta): -7.023 / -7.436 eV
* Kohn-Sham gap (alpha / beta): 6.9 / 6.1 eV
* 2S+1: 2
* charge: 0
* electronic energy: -4165.71224 Ha
* F_max: 0.36 eV Å⁻¹

No. 4
A single C2H3NO3 molecule, computed with the ωB97M-V functional and the def2-TZVPD basis.

Each line ends with the Löwdin charge.
Geometry (Å):
O (-1.719, -1.857, -0.241)  0.114
C (-0.720, -1.195, -0.107)  -0.443
O (0.113, -1.436, 0.972)  0.069
C (-0.361, 0.159, -0.919)  0.021
N (0.377, 1.269, -0.554)  0.023
O (1.256, 1.342, 0.595)  -0.040
H (0.779, -0.789, 1.270)  0.100
H (-1.270, 0.294, -1.491)  0.100
H (1.546, 2.212, 0.474)  0.057

## Properties
* HOMO: -10.627 eV
* Kohn-Sham gap: 10.1 eV
* 2S+1: 1
* SMILES: O=C(O)/C=N\O
* energy above the lowest of the compared OMol25 structures with the same formula, charge and spin: 395.98 kJ/mol
* charge: 0
* electronic energy: -358.37886 Ha
* F_max: 4.77 eV Å⁻¹

No. 5
A molecular structure, C13H22ClI2NOPSc, computed with the ωB97M-V functional and the def2-TZVPD basis.

Each line ends with the Löwdin charge.
Geometry (Å):
I (2.203, -4.243, -2.231)  0.482
I (-0.640, -3.572, -1.070)  0.525
Sc (0.697, -1.039, -0.605)  0.045
P (0.182, 0.066, -2.885)  0.751
C (-1.346, 0.302, -3.855)  -0.229
C (1.035, 1.608, -3.339)  -0.227
H (2.047, -1.274, -3.626)  0.014
H (1.037, -0.687, -4.996)  0.072
H (0.549, -2.075, -3.949)  0.008
C (1.033, -1.097, -3.983)  -0.294
H (2.063, 1.589, -2.960)  0.055
H (1.042, 1.671, -4.434)  0.070
H (-1.039, 0.554, -4.884)  0.074
H (-1.942, 1.115, -3.413)  0.068
H (0.521, 2.468, -2.896)  0.067
H (-1.946, -0.619, -3.842)  0.062
C (-1.496, -0.652, -0.740)  -0.282
O (-2.655, -0.534, -0.793)  0.129
Cl (2.983, -0.879, -0.637)  0.053
C (0.256, -1.391, 3.492)  0.035
N (-0.814, -1.232, 2.454)  -0.211
C (-1.898, -2.253, 2.593)  0.007
C (-1.374, 0.192, 2.427)  -0.083
C (-0.279, 1.159, 2.048)  -0.292
C (0.011, 2.172, 2.987)  -0.021
C (0.989, 3.120, 2.659)  -0.043
C (1.607, 3.077, 1.402)  -0.037
C (1.299, 2.029, 0.502)  -0.135
C (0.415, 1.021, 0.850)  -0.145
H (-0.172, -1.152, 4.477)  0.128
H (1.082, -0.705, 3.261)  0.115
H (0.617, -2.430, 3.468)  0.117
H (-0.372, -1.370, 1.524)  0.070
H (-2.425, -2.072, 3.545)  0.129
H (-2.581, -2.126, 1.739)  0.098
H (-1.446, -3.258, 2.564)  0.110
H (-2.221, 0.185, 1.718)  0.125
H (-1.763, 0.362, 3.447)  0.146
H (-0.566, 2.176, 3.933)  0.130
H (1.198, 3.903, 3.389)  0.121
H (2.318, 3.862, 1.120)  0.122
H (1.792, 2.031, -0.464)  0.068

## Properties
* HOMO (alpha / beta): -14.622 / -14.626 eV
* Kohn-Sham gap (alpha / beta): 4.4 / 4.3 eV
* 2S+1: 1
* energy above the lowest of the compared OMol25 structures with the same formula, charge and spin: 0.00 kJ/mol
* charge: +2
* electronic energy: -2795.65518 Ha
* F_max: 5.44 eV Å⁻¹